(1)
16
Properties=species:S:1:pos:R:3:forces:R:3 method="wB97M-V/def2-TZVPD" largest_force_ev_per_a=1.3 homo_ev="-16.6942 / -14.8425" charge=+1 orbital_gap_ev="13.74 / 3.22" spin_multiplicity=2
C -0.9917 -1.6393 1.1968 0.2034 0.6765 1.1469
C -1.8344 -0.6239 1.9731 0.9998 -0.0401 -0.0350
H 0.0536 -1.3799 1.4176 0.3178 -0.2702 -0.5556
H -1.1113 -2.6707 1.5093 -0.3992 -0.0574 -0.3888
H -1.1044 -1.3726 0.1054 0.0247 -0.0057 0.0928
H -1.7150 -0.9958 3.0159 -0.4200 -0.2531 -0.0147
H -1.2892 0.3222 1.8901 -0.4864 0.1557 -0.3310
H -2.9004 -0.4652 1.8187 -0.1736 -0.0864 0.0166
C 1.8587 1.5969 -1.3798 -0.2879 0.3880 -0.5048
C 0.8551 0.6041 -1.8518 0.6951 -0.1743 -0.1790
H 1.9636 1.5401 -0.2793 0.1000 0.1548 0.0118
H 2.9107 1.4260 -1.6959 -0.0930 -0.3800 0.0470
H 1.6496 2.5920 -1.7755 -0.1124 0.0712 0.4951
H 0.4893 0.8296 -2.8589 -0.1319 0.1330 -0.0594
H -0.1076 0.6434 -1.2569 0.1843 -0.2551 -0.0751
H 1.2735 -0.4068 -1.8287 -0.4207 -0.0571 0.3334

(2)
8
Properties=species:S:1:pos:R:3:forces:R:3 method="wB97M-V/def2-TZVPD" largest_force_ev_per_a=6.3 homo_ev=-9.5985 orbital_gap_ev=10.23
C -0.3949 -0.1393 -0.1778 -1.1669 -5.6087 -2.6944
O -1.2822 0.8634 -0.2943 -1.2952 2.2967 0.6500
P 1.3978 0.3273 -0.1777 -0.3096 -1.6928 -1.4377
H -0.7744 -0.9438 0.6418 1.2956 1.7010 -1.6919
H -0.6111 -0.8864 -1.4126 0.8364 2.0833 3.6866
H -1.3810 1.3400 0.5554 0.0819 -0.3578 -0.6310
H 1.2655 0.5916 1.1636 0.7510 -0.2671 1.2631
H 1.7803 -1.1528 -0.2985 -0.1932 1.8454 0.8553

ΔE to the lowest compared entry with this formula, charge and spin / kJ/mol: 71.5 260.2